Record 1
Here is a 18-piece molecular cluster, C27H93N25O18 overall at a distorted geometry from OMol25. Energies are from wB97M-V/def2-TZVPD.

Last column: Löwdin charge in e.
Cartesian coordinates (Å):
C1 -16.27321 -4.37413 9.33426  -0.114
O1 -15.61506 -5.19497 8.32631  -0.154
H1 -16.53715 -4.98157 10.19997  0.056
H2 -15.54129 -3.67586 9.74027  0.083
H3 -17.10722 -3.83151 8.88920  0.076
H4 -14.74090 -5.43235 8.64424  0.013
C2 -13.56024 -5.77471 10.94523  -0.148
O2 -13.32308 -5.78017 9.56154  -0.121
H5 -12.82275 -5.11382 11.40069  0.075
H6 -14.59362 -5.59707 11.24299  0.071
H7 -13.25074 -6.77808 11.23776  0.075
H8 -13.17803 -4.85197 9.36403  0.042
C3 -16.62682 -4.21879 3.48023  -0.119
O3 -17.37686 -5.45648 3.55726  -0.152
H9 -17.17760 -3.48626 2.89020  0.083
H10 -16.48547 -3.73053 4.44446  0.055
H11 -15.65043 -4.31970 3.00636  0.065
H12 -18.05563 -5.34691 2.88729  0.089
C4 -18.14946 -1.67418 11.27280  -0.137
O4 -18.58438 -0.39134 11.71450  -0.134
H13 -17.61505 -1.69363 10.32300  0.068
H14 -17.43930 -1.89920 12.06851  0.072
H15 -18.99174 -2.36002 11.18181  0.058
H16 -19.08210 -0.02171 10.98152  0.068
C5 -9.88370 -9.37180 10.18107  -0.785
O5 -8.85037 -9.80163 9.72697  0.045
N1 -10.32551 -9.46698 11.41592  0.147
N2 -10.70483 -8.62078 9.51010  0.172
H17 -9.80199 -9.98192 12.10937  0.115
H18 -11.29539 -9.22620 11.56240  0.099
H19 -11.36021 -8.06690 10.04282  0.092
H20 -10.48235 -8.29211 8.58136  0.065
C6 -18.67885 -6.37625 6.93896  -0.774
O6 -19.65822 -6.87347 6.38534  -0.004
N3 -18.68125 -5.99128 8.11863  0.224
N4 -17.62797 -5.93413 6.23855  0.194
H21 -19.39637 -6.14524 8.81505  0.080
H22 -17.77692 -5.70815 8.46808  0.066
H23 -17.70856 -6.07383 5.24152  0.056
H24 -16.79679 -5.65574 6.74029  0.075
C7 -9.96851 -6.75074 5.94028  -0.782
O7 -9.86531 -7.50203 6.85541  0.050
N5 -9.99404 -7.17005 4.71120  0.176
N6 -10.14055 -5.42530 6.08470  0.174
H25 -10.01365 -8.17883 4.66552  0.129
H26 -9.75863 -6.55543 3.94510  0.115
H27 -10.16574 -5.06773 7.02896  0.109
H28 -9.98944 -4.85718 5.26342  0.100
C8 -18.13175 -6.12178 12.01986  -0.750
O8 -18.11757 -4.90234 12.13130  -0.009
N7 -19.00081 -6.91620 11.41774  0.200
N8 -17.27892 -6.84192 12.68355  0.182
H29 -19.67744 -6.43787 10.84027  0.054
H30 -18.82632 -7.89648 11.24833  0.089
H31 -17.58403 -7.79931 12.78558  0.120
H32 -16.65788 -6.36175 13.31904  0.119
C9 -22.10267 -5.66909 9.30356  -0.823
O9 -21.08603 -5.55023 9.96992  -0.011
N9 -22.02012 -6.21955 8.18780  0.225
N10 -23.22088 -5.14725 9.64788  0.199
H33 -22.88019 -6.13620 7.66488  0.129
H34 -21.10157 -6.40885 7.81294  0.082
H35 -23.99415 -5.44085 9.06826  0.117
H36 -23.34370 -4.77476 10.57862  0.128
C10 -21.84083 -3.39192 13.78633  -0.854
O10 -22.26549 -4.09989 14.65675  0.049
N11 -20.84566 -3.68396 13.04140  0.179
N12 -22.45630 -2.38648 13.28900  0.169
H37 -20.49201 -3.05856 12.33153  0.092
H38 -20.40639 -4.58435 13.16957  0.110
H39 -22.06424 -1.89718 12.49718  0.116
H40 -23.29899 -2.12730 13.78175  0.126
C11 -11.80091 -2.43595 8.49846  -0.772
O11 -12.75122 -3.13319 8.25845  0.034
N13 -11.03466 -1.95571 7.62479  0.181
N14 -11.37756 -2.16511 9.73059  0.197
H41 -11.22560 -2.22044 6.66899  0.105
H42 -10.07548 -1.85033 7.92306  0.132
H43 -11.97211 -2.40508 10.51098  0.057
H44 -10.53156 -1.62902 9.86093  0.114
C12 -13.58485 -2.81451 4.86438  -0.826
O12 -13.59260 -3.06088 3.69660  0.051
N15 -13.75629 -3.67749 5.85635  0.189
N16 -13.15736 -1.72206 5.32236  0.171
H45 -13.93071 -3.36812 6.80185  0.065
H46 -13.80366 -4.66695 5.65932  0.099
H47 -12.82711 -1.85528 6.26749  0.062
H48 -12.58314 -1.18691 4.68675  0.134
C13 -15.61844 1.38933 11.65189  -0.832
O13 -14.63090 1.44501 12.32502  0.048
N17 -15.64575 0.89496 10.45144  0.175
N18 -16.77515 1.89298 11.98496  0.168
H49 -16.50574 0.94857 9.92454  0.098
H50 -14.76948 0.52097 10.11621  0.125
H51 -17.49948 1.83576 11.28341  0.099
H52 -16.75619 2.29846 12.90980  0.130
C14 -17.45276 -3.47036 15.52147  -0.672
O14 -16.25637 -3.78486 15.27004  -0.029
N19 -18.39058 -3.75590 14.71419  0.183
N20 -18.01676 -2.86125 16.59111  0.158
H53 -19.34892 -3.74062 15.03273  0.109
H54 -18.03237 -4.25062 13.90981  0.072
H55 -17.43152 -2.56336 17.35848  0.108
H56 -18.98763 -2.60326 16.69572  0.111
C15 -14.04891 -2.85931 12.69759  -0.711
O15 -13.24989 -2.76739 11.77432  -0.008
N21 -14.12913 -3.87353 13.54348  0.179
N22 -14.82557 -1.87829 13.08331  0.200
H57 -13.59039 -4.72742 13.51613  0.109
H58 -14.92391 -3.90450 14.16593  0.035
H59 -14.83837 -1.02258 12.54694  0.090
H60 -15.44408 -1.97227 13.87623  0.102
C16 -15.04155 -8.41426 2.76284  -0.065
C17 -14.89066 -8.60641 4.26057  -0.396
C18 -14.15154 -7.50779 5.07115  -0.197
O16 -14.19019 -7.50675 6.50956  -0.193
C19 -13.18664 -8.42352 6.95227  -0.095
N23 -16.30070 -8.67998 4.77749  0.057
H61 -15.40616 -9.34389 2.32584  0.081
H62 -14.05402 -8.34158 2.30720  0.071
H63 -15.56409 -7.49459 2.49967  0.072
H64 -14.29683 -9.50172 4.44467  0.122
H65 -14.61428 -6.55605 4.81003  0.108
H66 -13.09057 -7.43141 4.83323  0.110
H67 -13.28485 -9.42241 6.52724  0.091
H68 -13.34137 -8.55607 8.02306  0.073
H69 -12.14381 -8.11269 6.88903  0.061
H70 -16.84326 -7.88491 4.47156  0.037
H71 -16.16969 -8.51416 5.76514  0.033
C20 -20.83789 -2.50518 7.01524  -0.068
C21 -20.00830 -2.17012 5.77205  -0.383
C22 -18.44166 -2.12686 6.00808  -0.195
O17 -18.04603 -1.05614 6.83279  -0.198
C23 -16.62273 -0.93558 7.00648  -0.076
N24 -20.35430 -3.23777 4.81855  0.037
H72 -20.47079 -3.38105 7.55021  0.068
H73 -21.81392 -2.84511 6.66897  0.065
H74 -20.87039 -1.63932 7.67653  0.071
H75 -20.30840 -1.19472 5.38910  0.130
H76 -18.01734 -2.00868 5.01104  0.110
H77 -18.09282 -3.06385 6.44221  0.108
H78 -16.22684 -1.82479 7.49708  0.072
H79 -16.37201 -0.11713 7.68130  0.068
H80 -16.18497 -0.78200 6.02013  0.087
H81 -19.82151 -4.05009 5.09492  0.053
H82 -21.31172 -3.50816 4.99279  0.052
C24 -16.33481 -8.38960 9.42920  -0.020
C25 -16.80447 -9.89949 9.59847  -0.430
C26 -18.17235 -10.16386 8.96583  -0.179
O18 -19.24289 -9.49226 9.65954  -0.209
C27 -20.55639 -9.83294 9.36318  -0.116
N25 -15.83826 -10.76975 9.00501  0.037
H83 -16.93979 -7.72338 10.04422  0.039
H84 -16.20901 -8.20489 8.36235  0.068
H85 -15.36229 -8.26836 9.90628  0.065
H86 -16.86554 -10.17583 10.65109  0.134
H87 -18.30581 -11.24179 9.05714  0.119
H88 -18.04168 -9.96906 7.90137  0.128
H89 -20.69538 -10.19563 8.34473  0.094
H90 -21.29933 -9.11222 9.70478  0.084
H91 -20.77135 -10.70610 9.97920  0.080
H92 -15.88143 -10.77822 7.99597  0.075
H93 -16.01692 -11.72323 9.28620  0.074

Summary:
Electronic energy: -103618.25990 eV
Gap between HOMO and LUMO: 8.7 eV
Spin multiplicity: 1
Charge: 0



Record 2
Here is one molecule with the formula C11H17N5O3 at a distorted geometry from OMol25. Energies are from wB97M-V/def2-TZVPD.

Last column: natural (NBO) charge in e.
Cartesian coordinates (Å):
C1 -0.32271 2.06401 -3.90663  -0.421
N1 -0.37941 1.92430 -2.45562  -0.624
C2 -1.56744 1.71053 -1.86831  0.671
O1 -2.57741 1.87770 -2.52176  -0.625
C3 -1.44581 1.08043 -0.41349  -0.123
C4 -1.92256 -0.34773 -0.37874  -0.444
C5 -2.31152 -0.96753 0.90477  0.070
C6 -1.87967 -2.10410 1.36737  -0.097
N2 -2.57175 -2.46474 2.48816  -0.518
C7 -3.40223 -1.48630 2.76767  0.168
N3 -3.34252 -0.56598 1.80429  -0.472
N4 -0.16217 1.25130 0.32989  -0.590
C8 1.04456 0.80940 0.10039  0.666
O2 1.38255 0.52627 -1.02346  -0.646
C9 1.99569 0.75693 1.29983  -0.318
N5 3.42068 0.60103 0.92645  -0.591
C10 3.96278 -0.55699 0.59877  0.668
C11 3.21044 -1.86581 0.74002  -0.713
O3 5.14426 -0.64390 0.16603  -0.637
H1 0.70981 1.94597 -4.26698  0.205
H2 -0.96628 1.22339 -4.22646  0.211
H3 -0.64608 3.09328 -4.31651  0.206
H4 0.45931 1.58614 -2.01491  0.423
H5 -2.20784 1.69805 0.13706  0.243
H6 -1.13261 -0.92015 -0.86021  0.227
H7 -2.91781 -0.33625 -0.98453  0.259
H8 -1.21932 -2.79498 0.84546  0.210
H9 -2.50781 -3.35033 2.99863  0.421
H10 -4.11977 -1.44127 3.50944  0.203
H11 -0.26814 1.51305 1.27128  0.390
H12 1.84155 1.53281 2.01712  0.224
H13 1.65285 -0.16312 1.81778  0.232
H14 3.97093 1.47612 0.80554  0.422
H15 2.68385 -2.09147 -0.19542  0.249
H16 2.45964 -1.92356 1.60958  0.198
H17 3.93197 -2.64651 0.92750  0.251

Summary:
Electronic energy: -25275.78687 eV
Relative energy (zero: lowest compared OMol25 entry of this formula, charge and spin): 45.4 kcal per mole
Gap between HOMO and LUMO: 9.7 eV
Spin multiplicity: 1
Charge: 0



Record 3
Here is one molecule with the formula CH2FNO3 at a distorted geometry from OMol25. Energies are from wB97M-V/def2-TZVPD.

Last column: natural (NBO) charge in e.
Cartesian coordinates (Å):
C1 -0.46608 0.28801 0.01690  -0.021
N1 0.64237 -0.17003 0.99259  0.196
O1 0.65688 0.36602 2.05539  -0.159
O2 1.51377 -0.83963 0.52876  -0.132
O3 0.02196 0.36997 -1.45888  -0.155
F1 -0.21326 -0.81048 -2.14969  -0.140
H1 -0.78846 1.24767 0.06979  0.202
H2 -1.36719 -0.45152 -0.05486  0.209

Summary:
Electronic energy: -11408.07616 eV
Relative energy (zero: lowest compared OMol25 entry of this formula, charge and spin): 26.4 kcal per mole
Gap between HOMO and LUMO (alpha / beta): 9.2 / 7.4 eV
Spin multiplicity: 3
Charge: 0



Record 4
Here is one molecule with the formula C21H20Br4O4 at a distorted geometry from OMol25. Energies are from wB97M-V/def2-TZVPD.

Last column: natural (NBO) charge in e.
Cartesian coordinates (Å):
C1 0.32985 -2.86790 2.49425  -0.595
C2 0.86366 -1.57686 1.88052  -0.048
C3 2.34492 -1.34980 2.22928  -0.607
C4 0.84044 -1.49930 0.34918  -0.371
C5 0.25603 -0.07339 -0.03023  -0.130
C6 1.39493 0.89464 -0.44197  -0.378
C7 1.42361 0.86686 -1.95867  -0.097
C8 2.46813 0.02318 -2.61598  -0.608
C9 1.51794 2.30835 -2.40134  -0.593
C10 0.08769 0.35187 -2.30452  -0.045
C11 -0.56431 0.44520 -3.54408  -0.089
Br1 0.20010 1.23981 -5.14629  0.076
C12 -1.90609 -0.11406 -3.60315  0.244
O1 -2.67011 0.13508 -4.71016  -0.650
C13 -2.53861 -0.72406 -2.51869  0.167
O2 -3.77203 -1.24815 -2.59454  -0.684
C14 -1.89352 -0.83754 -1.35902  -0.112
Br2 -2.70644 -1.72468 0.15178  0.059
C15 -0.58670 -0.28025 -1.25607  0.051
C16 -0.46347 0.39570 1.20165  0.063
C17 -1.27768 1.46934 1.40649  -0.152
Br3 -1.64391 2.59239 -0.05296  0.085
C18 -1.73519 1.69781 2.67767  0.175
O3 -2.63202 2.72839 2.98306  -0.698
C19 -1.24302 1.03563 3.78179  0.248
O4 -1.58164 1.53271 5.05834  -0.653
C20 -0.26251 -0.02450 3.54664  -0.039
Br4 0.49990 -0.94578 5.13398  0.039
C21 0.01674 -0.38295 2.29720  -0.083
H1 0.81909 -3.70359 1.93597  0.208
H2 0.47802 -2.95279 3.48600  0.218
H3 -0.77638 -2.88836 2.29101  0.208
H4 3.04841 -2.07063 1.84334  0.212
H5 2.60449 -0.40957 1.81664  0.202
H6 2.39928 -1.28581 3.32577  0.217
H7 0.27082 -2.31927 -0.08985  0.213
H8 1.82812 -1.67539 -0.00840  0.213
H9 1.27262 1.81587 0.06261  0.219
H10 2.38989 0.61714 -0.19945  0.219
H11 3.46821 0.48067 -2.50761  0.217
H12 2.24797 -0.26349 -3.61246  0.230
H13 2.44541 -1.03574 -2.20504  0.210
H14 1.83487 2.28309 -3.42531  0.217
H15 0.57177 2.78644 -2.31754  0.214
H16 2.27894 2.86343 -1.84869  0.207
H17 -3.60776 -0.05251 -4.33490  0.497
H18 -3.79467 -2.01757 -1.99874  0.503
H19 -2.38536 3.47254 2.34734  0.499
H20 -2.16043 2.28781 4.78513  0.501

Summary:
Electronic energy: -310460.38518 eV
Relative energy (zero: lowest compared OMol25 entry of this formula, charge and spin): 43.8 kcal per mole
Gap between HOMO and LUMO: 8.5 eV
Spin multiplicity: 1
Charge: 0